Entry from the Open Molecules 2025 dataset: a molecular structure, C38H31N2O2PtS (wB97M-V/def2-TZVPD).

Cartesian coordinates (Å):
Pt (-0.406, -1.140, 0.010)
O (-0.592, -1.199, -1.994)
C (0.418, -0.811, -2.825)
C (1.733, -1.564, -2.438)
C (2.343, -1.081, -1.162)
C (3.544, -0.412, -1.187)
C (4.185, -0.036, -0.005)
C (3.550, -0.393, 1.185)
C (2.345, -1.057, 1.177)
C (1.739, -1.510, 2.466)
C (0.409, -0.774, 2.833)
O (-0.594, -1.203, 2.013)
C (0.048, -1.100, 4.285)
C (0.890, -0.796, 5.348)
C (0.502, -1.066, 6.648)
C (-0.737, -1.630, 6.904)
C (-1.581, -1.936, 5.849)
C (-1.188, -1.675, 4.550)
C (0.492, 0.754, 2.768)
C (1.650, 1.504, 2.897)
C (1.607, 2.887, 2.814)
C (0.407, 3.544, 2.616)
C (-0.759, 2.806, 2.510)
C (-0.715, 1.426, 2.596)
N (1.699, -1.401, 0.012)
C (0.547, 0.715, -2.794)
C (-0.620, 1.430, -2.546)
C (-0.613, 2.811, -2.480)
C (0.565, 3.508, -2.684)
C (1.724, 2.808, -2.959)
C (1.718, 1.424, -3.019)
C (0.041, -1.160, -4.269)
C (0.904, -0.959, -5.340)
C (0.500, -1.249, -6.631)
C (-0.777, -1.730, -6.871)
C (-1.643, -1.931, -5.809)
C (-1.234, -1.651, -4.519)
H (2.471, -1.499, -3.239)
H (1.425, -2.608, -2.322)
H (4.041, -0.239, -2.132)
H (5.159, 0.433, -0.012)
H (4.052, -0.208, 2.125)
H (2.473, -1.409, 3.267)
H (1.450, -2.562, 2.380)
H (1.848, -0.332, 5.166)
H (1.165, -0.827, 7.471)
H (-1.046, -1.826, 7.923)
H (-2.553, -2.372, 6.042)
H (-1.829, -1.904, 3.712)
H (2.599, 1.023, 3.058)
H (2.525, 3.452, 2.903)
H (0.378, 4.625, 2.546)
H (-1.707, 3.305, 2.354)
H (-1.622, 0.844, 2.528)
H (-1.539, 0.879, -2.405)
H (-1.530, 3.345, -2.264)
H (0.576, 4.590, -2.632)
H (2.651, 3.342, -3.124)
H (2.636, 0.907, -3.242)
H (1.894, -0.561, -5.174)
H (1.181, -1.093, -7.458)
H (-1.097, -1.942, -7.883)
H (-2.644, -2.302, -5.990)
H (-1.892, -1.803, -3.677)
S (-2.857, -2.879, 0.012)
C (-3.389, -1.279, 0.013)
C (-4.752, -0.896, 0.009)
C (-5.077, 0.435, 0.008)
C (-4.061, 1.398, 0.010)
C (-2.756, 0.955, 0.016)
N (-2.436, -0.330, 0.017)
H (-5.506, -1.667, 0.009)
H (-6.111, 0.755, 0.005)
H (-4.289, 2.452, 0.007)
H (-1.925, 1.653, 0.021)

Computed properties:
Charge ... -1
Orbital gap ... 6.045 eV
Molecular weight ... 774.823 g/mol
ΔE to the lowest compared entry with this formula, charge and spin ... 34.9 kJ/mol

Here are the Mulliken charges for atoms 1 to 2, given in e: number 1, Pt, carries 2.00; number 2, O, carries -0.75



Entry from the Open Molecules 2025 dataset: a molecular structure, C38H31N2O7PdSSe (wB97M-V/def2-TZVPD).

Cartesian coordinates (Å):
Pd (-0.120, -1.142, -0.479)
O (1.534, -0.419, 0.357)
C (1.720, -0.242, 1.720)
C (0.455, -0.671, 2.502)
C (-0.637, 0.273, 2.168)
C (-1.063, 1.253, 3.054)
C (-2.073, 2.110, 2.669)
C (-2.614, 1.981, 1.402)
C (-2.125, 1.007, 0.546)
C (-2.632, 0.819, -0.842)
C (-1.530, 1.174, -1.857)
O (-0.396, 0.410, -1.629)
C (-2.090, 0.883, -3.264)
C (-1.583, -0.181, -3.999)
C (-2.100, -0.475, -5.254)
C (-3.122, 0.294, -5.791)
C (-3.623, 1.367, -5.065)
C (-3.108, 1.660, -3.812)
C (-1.108, 2.650, -1.811)
C (-1.910, 3.679, -1.335)
C (-1.456, 4.994, -1.327)
C (-0.193, 5.298, -1.805)
C (0.615, 4.276, -2.293)
C (0.161, 2.968, -2.296)
N (-1.155, 0.176, 0.943)
C (2.920, -1.102, 2.131)
C (2.858, -2.163, 3.022)
C (3.971, -2.968, 3.245)
C (5.157, -2.720, 2.577)
C (5.227, -1.660, 1.681)
C (4.121, -0.859, 1.466)
C (1.991, 1.243, 2.008)
C (1.548, 2.196, 1.096)
C (1.738, 3.549, 1.344)
C (2.379, 3.963, 2.505)
C (2.834, 3.015, 3.413)
C (2.641, 1.661, 3.164)
H (0.190, -1.674, 2.160)
H (0.640, -0.671, 3.575)
H (-0.602, 1.321, 4.030)
H (-2.436, 2.872, 3.347)
H (-3.424, 2.618, 1.077)
H (-2.852, -0.240, -1.001)
H (-3.540, 1.395, -1.017)
H (-0.771, -0.764, -3.584)
H (-1.699, -1.313, -5.811)
H (-3.525, 0.063, -6.769)
H (-4.417, 1.979, -5.478)
H (-3.495, 2.510, -3.261)
H (-2.905, 3.470, -0.965)
H (-2.093, 5.779, -0.936)
H (0.164, 6.321, -1.794)
H (1.608, 4.499, -2.664)
H (0.792, 2.164, -2.652)
H (1.941, -2.395, 3.547)
H (3.896, -3.806, 3.929)
H (6.017, -3.360, 2.735)
H (6.139, -1.475, 1.127)
H (4.165, -0.049, 0.749)
H (1.066, 1.859, 0.186)
H (1.390, 4.277, 0.621)
H (2.527, 5.018, 2.702)
H (3.351, 3.328, 4.312)
H (3.008, 0.923, 3.868)
O (-1.975, -2.358, 1.079)
N (-1.864, -3.597, 0.746)
C (-1.768, -4.572, 1.674)
C (-1.637, -5.888, 1.305)
C (-1.590, -6.215, -0.047)
C (-1.647, -5.205, -0.983)
C (-1.769, -3.877, -0.584)
S (-1.751, -2.536, -1.680)
H (-1.795, -4.218, 2.693)
H (-1.540, -6.643, 2.072)
H (-1.469, -7.243, -0.361)
H (-1.536, -5.400, -2.039)
O (3.258, -2.986, -0.925)
Se (1.691, -3.111, -1.248)
O (0.721, -2.946, 0.145)
O (1.035, -1.707, -1.986)
O (1.266, -4.442, -2.050)

Computed properties:
Charge ... -1
Orbital gap ... 6.814 eV
Molecular weight ... 845.120 g/mol
ΔE to the lowest compared entry with this formula, charge and spin ... 93.1 kJ/mol

Here are the Mulliken charges for atoms 1 to 2, given in e: number 1, Pd, carries 1.65; number 2, O, carries -0.37



Q: What is the orbital gap in the first record?
A: 6.045 eV



Q: Among the records above, which one has the highest molecular weight?
A: C38H31N2O7PdSSe



Q: Among the records above, which one has the highest molecular weight?
A: C38H31N2O7PdSSe



Q: What is the formula in the first record?
A: C38H31N2O2PtS